Record 1
Molecular formula: C25H33I2N3O8PtSbSi3
Method: DFT, ωB97M-V/def2-TZVPD

Each line ends with the Mulliken charge.
Positions of all 76 atoms, in Å:
C 0.4989 -2.8433 -0.7742  -0.458
H -2.0005 -1.4975 -3.8752  0.077
H -1.9875 -4.1528 -0.2171  -0.103
C 0.6757 -0.1930 -3.2587  -0.168
H 2.7052 -5.4458 -1.1005  0.360
C -5.8173 0.6890 -2.1383  -1.097
C 2.1923 -4.5302 -1.3605  -0.265
H -6.4351 1.4205 -2.6668  0.408
C 2.1967 -1.8763 -4.0007  -0.811
H -6.0217 -1.6004 2.5102  0.426
H -6.3023 0.4717 -1.1848  0.251
N 1.4255 5.6185 3.3167  1.064
H -3.5347 -3.5651 1.6738  0.281
H -4.9281 3.6772 -2.0964  0.404
I 3.9675 -4.7103 -3.7872  -0.013
H 0.1983 0.7686 -3.3814  0.443
O 0.7042 6.3286 4.0025  -0.656
O -3.1208 2.3874 1.4485  -0.361
H 1.7526 -0.1052 -5.1063  0.423
C 1.1103 2.5090 1.2992  0.476
H 2.9109 -2.2478 -4.7216  0.170
C 1.9105 -2.6264 -2.8409  1.146
Si -3.0664 -2.6265 -1.8792  1.022
C 1.1988 -4.0374 -0.5236  -0.322
H -4.6611 3.2765 -0.3918  0.296
C 2.0746 1.7214 0.4414  0.090
H -1.1036 -2.9332 -3.4085  0.270
C -5.5390 -1.1891 1.6196  -1.102
H -5.1743 -3.7864 -2.5860  0.431
H -5.5614 -2.4209 -1.5389  0.273
N -2.4899 3.1073 2.1997  0.786
H -2.1691 -4.9548 -1.7739  0.385
N 0.3669 -0.8675 -2.1683  0.249
H -3.5629 -4.7821 -0.6963  0.458
O 1.5948 1.0666 -0.5535  -0.667
C -2.1092 -2.5240 -3.5219  -1.033
C 0.8326 4.4916 2.6412  -0.623
H -3.6418 -0.4252 4.2708  0.516
H -5.9632 -0.2006 1.4327  0.254
C -0.2501 2.1293 1.5175  0.723
H -3.2942 3.7065 -1.4157  0.320
O 3.2689 1.8209 0.6800  -0.703
C 0.9404 -2.0986 -1.9444  0.078
H -3.6273 2.0335 -4.2704  0.447
C -3.3210 0.0597 3.3465  -1.031
C 1.5635 -0.6826 -4.2127  -1.144
Si -3.6584 -1.0771 1.8796  0.576
C 2.5175 -3.8555 -2.5097  -0.104
O -3.0820 3.8404 2.9715  -0.674
O 2.6217 5.8108 3.1798  -0.642
H 2.6843 3.8403 1.7649  0.617
H -5.7880 -1.8324 0.7739  0.224
H -3.0157 -3.0501 3.2817  0.493
Pt -0.2415 0.0257 -0.4956  2.100
H -5.1498 -2.1488 -3.2321  0.337
H -2.1213 1.5808 -3.4667  0.071
C -2.6598 -4.2876 -1.0612  -0.954
C -1.0867 3.1583 2.1386  -0.370
C -3.1771 1.3231 -3.5730  -0.932
H -2.6157 -3.1003 -4.2997  0.504
Si -4.0571 1.3640 -1.8863  0.809
C -2.9708 -2.8053 2.2179  -0.820
O -0.4602 -2.4358 -0.0447  -0.326
Sb -2.7603 -0.4273 -0.4722  -1.319
H -1.9279 -2.8707 1.8991  -0.003
C 1.6298 3.6365 1.8804  -0.437
C -4.9133 -2.7507 -2.3530  -1.326
I 0.6503 -5.0952 1.2016  -0.036
C -0.5176 4.2816 2.7262  -0.199
H -1.1514 4.9907 3.2376  0.649
O -0.6529 0.9074 1.3183  -0.945
H -3.2398 0.3302 -4.0223  0.249
C -4.2513 3.1814 -1.3976  -1.187
H -5.8148 -0.2262 -2.7275  0.245
H -3.8565 1.0043 3.2512  0.220
H -2.2555 0.2843 3.4243  0.212

Cartesian forces, eV/Å:
C -0.6393 0.0028 0.6930
H -0.0213 -0.0167 -0.0306
H 0.0704 -0.0425 -0.0302
C -0.4443 0.1025 0.2178
H -0.0367 -0.0377 -0.0436
C 0.2141 0.1549 0.0562
C -0.0051 0.0719 -0.0676
H 0.0426 0.0547 0.0110
C -0.1891 0.2626 -0.0412
H 0.0066 0.0026 0.0217
H -0.0036 -0.0016 0.0207
N 0.1614 0.5054 0.2080
H -0.0005 0.0211 -0.0506
H -0.0101 -0.1455 -0.1147
I -0.1634 0.0794 0.1972
H 0.0690 0.0512 0.1066
O -0.0180 -0.0800 -0.0637
O 0.3021 -0.7727 -0.8138
H 0.0235 0.0495 0.0301
C -0.2022 0.1231 -0.0199
H 0.0284 -0.0385 0.0268
C -0.2641 0.0846 0.1999
Si -0.5386 -0.3551 -0.4070
C -0.0552 -0.1019 0.1343
H 0.0043 0.0311 0.0043
C 0.3787 -0.2440 0.1595
H 0.0040 -0.0090 0.0227
C 0.3130 0.0636 0.0904
H 0.0757 -0.0269 -0.0101
H -0.0289 -0.0152 -0.0057
N -1.6659 -0.1006 -0.0416
H -0.0207 0.0789 -0.0939
N 0.7289 -0.4852 0.0060
H -0.0599 0.0453 -0.0693
O -0.2318 -0.7820 -0.3198
C 0.0935 0.2231 0.3658
C -0.0188 -0.4200 -0.3478
H -0.0298 -0.1484 -0.0421
H -0.0016 0.0186 -0.0028
C -0.3898 0.0233 0.3923
H -0.0037 -0.0214 0.0333
O 0.0404 0.1300 -0.0340
C 0.1427 -0.0760 -0.3843
H -0.0707 0.0414 0.0674
C 0.1546 0.0511 -0.4119
C 0.1901 -0.3105 -0.2280
Si -0.4843 -0.2733 0.1801
C 0.4401 -0.2881 -0.3173
O 0.0577 0.4711 0.6861
O -0.0666 -0.0704 -0.0320
H 0.0121 -0.0657 -0.0299
H 0.0208 -0.0187 -0.0142
H -0.0707 0.1024 0.0292
Pt -0.4863 2.5251 0.7662
H 0.0172 0.0194 0.0047
H 0.0069 -0.0031 0.0190
C -0.0446 0.3784 0.2966
C 2.0969 -0.5299 -0.2557
C -0.0314 -0.0921 0.3512
H -0.1177 -0.0429 0.0929
Si -0.5019 -0.1827 -0.5586
C 0.0633 0.3062 -0.1701
O 0.6584 -0.7804 -0.2575
Sb 0.1718 -0.3115 -0.3736
H 0.0257 -0.0246 -0.0143
C 0.0476 0.1328 0.1999
C 0.2032 0.0653 0.0371
I 0.1262 0.0947 -0.2090
C -0.2293 0.0808 0.0933
H 0.0399 -0.0659 -0.0034
O -0.2742 1.0186 -0.3625
H 0.0075 -0.0110 0.0161
C 0.3824 -0.3822 0.4127
H 0.0263 -0.0067 0.0420
H -0.0270 -0.0529 -0.0141
H -0.0008 -0.0334 -0.0054

Calculated values
- E_LUMO: 1.79 eV
- Energy above the lowest of the compared OMol25 structures with the same formula, charge and spin: 151.3 kJ/mol
- Charge: -1
- Gap between HOMO and LUMO: 6.8 eV
- E: -3562.11345 Eh

Record 2
Molecular formula: C25H33N2O3S6Ti
Method: DFT, ωB97M-V/def2-TZVPD

Each line ends with the Mulliken charge.
Positions of all 70 atoms, in Å:
C 1.9639 -2.6999 -0.2764  -0.898
H -0.9231 6.3218 0.5790  0.513
O 2.4302 1.6286 1.4000  -0.559
H 5.0076 2.8088 1.1662  0.372
O -0.1899 2.9705 1.9891  -0.586
S 2.8441 2.9261 2.0715  0.562
S -2.9236 0.0078 0.5307  0.258
H 1.3582 2.7086 3.8547  0.160
H 5.0143 3.6038 2.7577  0.429
C -1.2348 2.2115 -4.3338  -0.920
H 2.8373 1.7272 4.1281  0.281
C -2.1012 -2.6575 0.1948  -0.738
H -2.0361 -1.7514 2.8512  0.362
C -2.9065 0.1594 2.3353  -0.987
N -1.0147 2.1875 -0.1097  0.973
C -3.0144 6.6854 0.9712  -0.651
S -0.1776 -0.2426 2.8844  0.247
H 2.8672 3.5051 4.3831  0.510
C 2.0140 -1.8914 2.4709  -0.969
H -2.9997 3.2048 -1.6189  0.548
H -5.1206 6.7274 1.3610  0.400
C 0.5570 -1.9041 2.9095  -0.199
C -0.0740 1.6353 -2.2665  0.117
C -4.2468 6.1032 1.2286  -0.503
C 1.9985 0.5958 -2.2755  -0.267
H -4.0559 -2.1023 0.9468  0.469
C -0.1185 1.6444 -3.6770  0.909
C 4.6224 2.7657 2.1828  -1.019
H 0.2686 -3.7135 0.5952  0.437
H 2.9140 0.1773 -4.1772  0.436
C -1.9252 -0.7016 3.1153  -1.012
H -3.9117 -0.0416 2.7104  0.723
H 2.6196 -3.5236 0.0089  0.529
H 2.2874 -2.3649 -1.2638  0.329
C -2.0186 4.5133 0.8842  -0.267
H 0.9740 1.0995 -5.4513  0.448
S 2.3518 -1.2875 0.7943  0.121
H -3.3331 2.8421 1.1487  0.363
H 0.4308 -3.9066 -1.1428  0.582
C 0.9829 1.0965 -4.3678  -0.602
C -2.1905 2.7623 -2.1861  -0.428
C -1.1216 2.2292 -1.5098  -0.718
H -3.1044 3.1901 -4.0863  0.442
H 0.4989 -2.2932 3.9273  0.546
H 2.8246 0.1937 -1.6989  0.717
H -2.1441 -0.6062 4.1791  0.587
H -2.7000 1.2166 2.5145  0.283
H 2.4364 -2.8933 2.5638  0.552
S -0.6634 -1.8348 -0.5636  0.209
S -0.5804 3.4986 0.6752  1.675
H 4.8813 1.8162 2.6486  0.312
H -5.3309 4.2664 1.4905  0.437
H -2.3316 -3.5508 -0.3865  0.583
H 2.6005 -1.2329 3.1135  0.341
C -2.2457 2.7532 -3.5938  -1.045
H -1.8152 -2.9817 1.1958  0.278
C 0.5234 -3.1892 -0.3262  -0.899
C 2.0481 0.5854 -3.6768  -1.332
Ti 0.6062 0.8086 0.5339  0.126
C 2.4452 2.6888 3.7988  -0.869
H -1.2663 2.2115 -5.4155  0.415
C -1.8908 5.8901 0.7945  -0.433
H -2.9253 7.7611 0.9013  0.421
H -3.7984 -1.7237 -0.7468  0.418
C -3.3193 -1.7316 0.2324  -1.019
C -3.2496 3.9204 1.1308  -0.130
O 0.4043 4.3007 -0.0050  -0.785
N 0.9804 1.0854 -1.5913  0.654
H -0.0375 -2.5454 2.2639  -0.308
C -4.3665 4.7203 1.3050  -0.933

Cartesian forces, eV/Å:
C -0.0018 0.0424 0.0332
H -0.0089 0.0033 -0.0050
O -0.1407 -0.3168 -0.1992
H 0.0082 -0.0020 0.0089
O 0.0099 -0.0534 -0.0969
S -0.0001 0.2404 0.0498
S -0.0412 -0.0314 0.0348
H 0.0184 -0.0036 0.0259
H -0.0106 0.0094 0.0047
C -0.0275 0.0226 0.0279
H 0.0183 -0.0019 -0.0056
C -0.0014 0.1193 0.0135
H 0.0151 -0.0149 0.0055
C 0.0021 -0.0221 -0.0615
N 0.5025 -0.0156 0.1138
C -0.0066 0.0018 0.0068
S 0.1613 0.0598 -0.1118
H 0.0162 0.0290 -0.0327
C -0.0100 -0.0291 -0.0288
H 0.0077 -0.0031 -0.0050
H -0.0020 0.0000 0.0001
C 0.0353 0.0452 0.0188
C 0.0911 0.0513 -0.2068
C 0.0060 -0.0081 0.0020
C -0.2080 0.0868 0.0285
H 0.0073 -0.0001 0.0160
C 0.0433 -0.0325 0.0539
C -0.0554 0.0086 -0.0188
H -0.0067 -0.0009 0.0060
H -0.0083 0.0010 -0.0341
C -0.0177 0.0436 0.0077
H -0.0017 0.0001 0.0125
H 0.0067 -0.0014 -0.0167
H -0.0113 0.0219 -0.0002
C 0.0681 -0.0581 0.0043
H 0.0166 -0.0083 0.0029
S -0.0695 0.0916 0.0091
H -0.0141 -0.0082 -0.0017
H -0.0063 -0.0146 0.0124
C 0.0826 -0.0434 -0.0607
C 0.0063 0.0134 0.1612
C -0.1352 0.1190 -0.1328
H 0.0042 -0.0024 -0.0077
H -0.0048 -0.0021 0.0026
H -0.0127 0.0209 0.0565
H 0.0075 -0.0090 0.0038
H 0.0082 0.0097 -0.0021
H 0.0094 0.0022 0.0027
S 0.1001 -0.1127 -0.0667
S -0.0967 -0.1131 -0.0253
H -0.0250 -0.0119 0.0018
H -0.0039 0.0046 0.0001
H 0.0039 0.0017 -0.0126
H -0.0050 -0.0018 0.0100
C 0.0170 -0.0104 -0.0980
H -0.0125 0.0013 0.0065
C -0.0153 0.0325 -0.0336
C -0.1356 0.0588 -0.0018
Ti -0.4328 -0.2643 0.8414
C -0.0892 -0.0317 -0.0848
H -0.0102 0.0057 -0.0009
C 0.0408 0.0210 0.0147
H -0.0066 0.0016 -0.0005
H -0.0036 -0.0084 -0.0021
C 0.0620 0.0245 -0.0080
C -0.0103 0.0005 -0.0135
O -0.0118 0.0695 -0.0012
N 0.2811 -0.0484 -0.2092
H -0.0042 0.0020 -0.0146
C 0.0077 0.0185 0.0007

Calculated values
- E_LUMO (spin up / spin down): -2.37 / -2.41 eV
- Multiplicity: 3
- Energy above the lowest of the compared OMol25 structures with the same formula, charge and spin: 85.1 kJ/mol
- Charge: +1
- Gap between HOMO and LUMO (spin up / spin down): 6.7 / 8.1 eV
- E: -4546.14235 Eh

Record 3
Molecular formula: C25H33N3O5
Method: DFT, ωB97M-V/def2-TZVPD

Each line ends with the Mulliken charge.
Positions of all 66 atoms, in Å:
H 4.7788 -3.8530 3.2761  0.486
H -0.8130 1.6360 4.3227  0.332
H 2.4094 6.2695 -0.5013  0.337
C 1.5439 1.3641 0.1821  -0.099
H 1.8480 0.3302 0.2403  0.603
H -1.1664 3.2616 -0.4855  0.437
H -1.3916 0.4992 -2.8794  0.388
H -1.2698 -0.7890 4.7778  0.215
H 4.7979 -3.0750 0.6655  0.474
C -1.7036 -0.2941 -5.6596  -0.599
H 0.0397 0.8802 -5.0134  0.366
H 0.1159 -3.0609 0.4765  0.177
C -0.7733 0.5799 -0.4159  0.983
H 3.6651 6.5155 0.7367  0.248
H 1.9736 6.2640 1.2322  0.340
C 2.4577 2.3663 0.4151  -0.716
C 0.2224 1.6702 -0.1417  -0.346
H -1.7155 1.0144 -0.7779  0.926
H 0.1061 0.7814 2.0815  0.268
H -1.9887 -2.0399 -3.1960  0.139
C 1.9052 -3.1301 2.1779  -0.166
H -1.8103 -0.0482 -6.7150  0.390
O -2.2465 -1.5342 -0.6987  -0.659
O 2.7486 -3.5250 3.1539  -0.372
H -1.9774 -2.3082 2.4139  0.375
C -0.1479 3.0023 -0.2323  -0.850
C -1.7460 -1.3952 0.4082  0.281
C 0.7643 4.0189 -0.0010  -0.640
C -2.0265 -1.7578 -5.3638  -0.556
H 0.7412 -1.3624 -3.6334  0.481
C -0.2653 -0.1540 -5.1679  -0.969
H -2.3508 -3.3493 1.0127  0.428
H -2.3646 0.3611 -5.0892  0.265
C 3.9768 -3.5466 2.6333  -0.331
H -0.5849 -0.7030 2.7178  -0.414
H -2.5389 1.9772 4.4406  0.369
O 0.6434 -1.2005 -1.2118  -0.765
H -2.9994 -0.4408 4.8329  0.260
H 0.4154 -0.6122 -5.8857  0.359
C -1.8074 1.2222 4.1426  -0.664
H -2.8926 0.3852 2.4798  0.335
C -2.0084 -0.0232 4.9995  -1.021
C 2.0787 3.7086 0.3281  0.736
N -0.3186 -3.0093 1.3868  -0.083
O 3.0574 4.6185 0.5777  -0.451
C 0.4753 -2.9429 2.4846  0.449
N -0.5815 -0.0860 -2.7481  -0.062
O 0.0422 -2.7378 3.6051  -0.679
H 0.4359 5.0431 -0.0801  0.434
C -1.6949 -2.5596 1.3914  -1.038
H 3.4811 2.1390 0.6673  0.486
H 2.2217 -2.5207 0.0909  0.641
C -0.7868 0.1545 2.0828  -0.069
N -1.0462 -0.2869 0.7301  0.801
C -1.9707 0.9479 2.6476  -0.460
C 2.6088 -2.8832 1.0226  0.455
C -0.2447 -0.9526 -3.8621  -0.096
H -0.8387 -3.0459 -4.0644  0.317
H -1.6278 -2.3850 -6.1623  0.259
H -1.9202 0.2310 6.0530  0.394
C -0.1816 -0.3533 -1.4978  -1.143
C -1.3040 -2.0624 -4.0439  -0.642
C 3.9590 -3.1572 1.3256  -1.065
C 2.7420 5.9876 0.5030  -0.849
H -2.0533 1.8945 2.1077  0.214
H -3.0976 -1.9388 -5.2956  0.357

Cartesian forces, eV/Å:
H 0.0138 -0.0550 0.1683
H 0.0276 0.1141 0.0387
H -0.0021 -0.0162 0.0444
C 0.0637 0.1613 -0.0366
H 0.0369 -0.1134 0.0302
H -0.1090 -0.0005 -0.0208
H 0.0114 0.0205 0.2193
H 0.0502 -0.1517 0.0074
H 0.2119 0.0003 -0.0799
C 0.1002 -0.1122 -0.1493
H 0.1173 0.0063 -0.0224
H 0.0936 -0.0293 0.0559
C -0.1051 -0.3656 -0.1117
H -0.0928 0.0073 -0.0228
H 0.0185 -0.0160 -0.0389
C 0.0314 0.1527 0.0180
C -0.1210 0.1893 0.0167
H 0.1760 -0.0209 -0.0476
H -0.0729 -0.1394 0.0922
H 0.0385 -0.0593 0.0158
C 0.2952 0.3154 -0.9152
H -0.0802 0.0991 -0.0059
O -0.1886 -0.1366 -0.0451
O -0.4680 -0.0447 0.4641
H 0.0264 0.0001 -0.0668
C 0.0244 -0.3313 0.0384
C -0.2222 -0.2260 0.3320
C 0.2643 0.3559 0.0662
C -0.0869 0.0319 -0.0102
H -0.1299 0.0621 -0.0705
C -0.0703 0.0449 0.0446
H 0.0269 0.2220 0.0683
H -0.0835 0.0887 0.0105
C 0.5315 0.1601 -0.7383
H 0.0630 -0.0243 -0.0240
H 0.0913 0.0699 0.0209
O 0.3129 -0.3975 0.0333
H -0.1150 -0.0857 0.0059
H 0.0367 -0.0132 -0.0538
C -0.1973 -0.0837 -0.1144
H -0.0641 -0.0144 -0.0562
C 0.1154 0.2070 -0.0508
C -0.0915 -0.1083 -0.0298
N -0.0339 -0.1149 -0.1270
O 0.0168 -0.3544 0.0026
C -0.0801 -0.1510 0.1022
N 0.0062 0.2057 -0.2744
O 0.1002 -0.0505 0.1867
H 0.0146 0.1052 0.0017
C -0.0689 -0.0630 -0.0717
H 0.1346 -0.0364 0.0344
H -0.1908 0.1066 -0.1897
C -0.3488 0.1563 0.3566
N 0.1833 0.3967 -0.3731
C 0.3518 0.0444 0.2021
C -0.5324 -0.1342 0.6040
C 0.3308 -0.1022 0.0344
H -0.0063 -0.0642 0.0556
H -0.0341 -0.0172 -0.0608
H -0.0123 -0.0587 0.1285
C -0.3849 0.5556 -0.0890
C 0.0166 -0.1282 0.0249
C 0.2165 -0.2066 0.5504
C -0.0614 0.2297 -0.0147
H -0.0623 -0.0056 -0.0970
H -0.0337 -0.0764 -0.0664

Calculated values
- E_LUMO: 0.63 eV
- Energy above the lowest of the compared OMol25 structures with the same formula, charge and spin: 26.9 kJ/mol
- Gap between HOMO and LUMO: 9.2 eV
- SMILES: CCCCN(C(=O)CNC(=O)c1ccco1)[C@H](C(=O)NC1CCCC1)c1ccc(OC)cc1
- E: -1512.94357 Eh